80
Properties=species:S:1:pos:R:3:forces:R:3 method="wB97M-V/def2-TZVPD" e_homo_ha="-0.4317 / -0.4363" fmax_ev_per_a=7.7 multiplicity=4 e_tot_ev=-103564.6826 total_charge=+2 s2=3.920 homo_lumo_gap_ev="5.9 / 2.5"
C -1.585 -1.586 0.139 -0.83 -0.32 -0.71
C -2.505 -1.006 -0.803 -0.03 -1.12 0.29
C -2.593 -1.890 -1.929 0.12 -0.08 1.18
H -3.113 -0.117 -0.643 0.36 -0.23 -0.14
C -1.719 -3.013 -1.685 -0.42 0.02 1.32
C -1.112 -2.829 -0.403 -1.04 0.03 -0.57
H -0.498 -3.562 0.119 0.01 0.42 -0.32
H -1.387 -1.220 1.145 0.20 0.07 -0.50
H -3.268 -1.768 -2.772 0.34 0.00 0.14
H -1.604 -3.896 -2.312 0.04 0.35 0.14
Mn -0.590 -1.209 -1.764 -0.43 -0.52 0.91
Si 2.733 1.963 -3.737 -3.23 -1.47 -1.61
C 1.601 3.338 -4.356 0.11 -0.06 0.26
C 1.739 3.869 -5.640 -0.24 -0.04 -0.22
H 2.529 3.503 -6.299 -0.24 0.11 0.16
C 0.851 4.843 -6.103 -0.03 -0.07 0.07
H 0.946 5.216 -7.124 0.01 -0.02 0.31
C -0.174 5.311 -5.278 0.07 -0.21 0.02
H -0.885 6.050 -5.652 0.23 -0.20 0.14
C -0.280 4.827 -3.970 0.12 -0.03 0.10
H -1.071 5.188 -3.310 0.27 0.01 -0.19
C 0.630 3.876 -3.500 -0.35 0.05 -0.25
H 0.573 3.546 -2.458 -0.06 0.07 -0.23
C 1.355 0.463 -3.424 -0.73 1.63 0.46
C -0.057 0.579 -3.095 0.67 1.85 -0.02
H -0.425 1.598 -2.966 -0.02 -0.36 -0.08
C -1.072 -0.348 -3.590 -2.05 2.17 1.51
H -2.064 -0.011 -3.871 0.22 -0.23 0.35
C -0.616 -1.737 -3.782 -0.30 -3.01 1.44
H -1.202 -2.536 -4.217 -0.11 0.27 0.43
C 0.734 -1.931 -3.196 0.63 -0.91 0.67
H 1.080 -2.964 -3.144 -0.14 0.28 -0.36
C 1.728 -0.921 -3.466 1.42 -1.80 -0.57
H 2.757 -1.217 -3.676 -0.28 0.03 0.31
H 3.056 1.669 -2.286 -0.19 -0.74 1.12
Si 0.340 -0.581 -4.743 3.59 1.59 -6.61
C 0.797 -1.833 -6.185 -0.08 0.40 1.12
C -0.263 -2.425 -6.866 -0.43 -0.43 -1.38
H -1.297 -2.135 -6.660 0.30 0.00 -0.17
C -0.006 -3.386 -7.852 -0.10 -0.03 0.40
H -0.836 -3.837 -8.397 0.25 0.08 0.17
C 1.313 -3.767 -8.128 -0.43 0.06 -0.02
H 1.515 -4.519 -8.894 -0.06 0.30 0.18
C 2.371 -3.187 -7.420 0.12 0.43 0.74
H 3.401 -3.482 -7.623 -0.31 0.01 0.10
C 2.111 -2.219 -6.437 0.85 -0.28 -1.13
H 2.951 -1.769 -5.901 -0.31 -0.07 -0.23
C -0.073 0.721 -6.146 -0.28 -0.06 1.72
C -1.213 1.526 -6.063 -0.81 0.11 -0.75
H -1.882 1.502 -5.201 0.24 -0.03 -0.31
C -1.544 2.390 -7.111 -0.17 -0.17 0.90
H -2.447 3.000 -7.041 0.32 -0.10 0.02
C -0.718 2.492 -8.232 0.91 -0.36 -0.47
H -0.981 3.163 -9.052 0.05 -0.26 0.23
C 0.467 1.747 -8.282 -0.33 0.54 0.01
H 1.140 1.840 -9.135 -0.20 -0.02 0.27
C 0.789 0.889 -7.228 0.66 -0.25 -1.23
H 1.727 0.334 -7.285 -0.31 0.10 0.04
H 3.660 2.794 -3.135 2.52 2.13 0.79
Cl 3.883 1.165 -5.263 -0.16 -0.24 0.23
C -0.785 3.072 0.263 0.02 -0.26 -0.06
C 0.404 3.151 0.996 -0.11 -0.30 -0.22
C 1.260 2.050 1.007 -0.06 -0.38 -0.19
C 0.920 0.890 0.293 -1.23 1.21 -0.44
N -0.229 0.847 -0.434 0.71 0.14 0.52
C -1.060 1.897 -0.437 0.67 0.03 0.36
C 1.758 -0.320 0.277 0.40 -1.46 -0.55
C 2.933 -0.431 1.034 -0.29 -0.04 -0.17
C 3.668 -1.617 1.020 -0.34 0.10 -0.23
C 3.204 -2.678 0.241 -0.28 0.08 -0.11
C 2.034 -2.510 -0.497 0.20 0.61 0.21
N 1.334 -1.360 -0.505 0.13 0.63 0.30
H -1.505 3.886 0.213 0.26 -0.07 0.13
H 0.661 4.051 1.551 -0.07 -0.19 -0.13
H 2.200 2.063 1.553 -0.31 0.27 -0.03
H -1.972 1.803 -1.034 0.29 0.01 0.16
H 3.245 0.424 1.627 0.11 -0.38 -0.05
H 4.578 -1.706 1.608 -0.19 0.00 -0.13
H 3.716 -3.636 0.181 -0.01 0.26 0.14
H 1.646 -3.322 -1.118 0.16 0.31 0.29


24
Properties=species:S:1:pos:R:3:forces:R:3 method="wB97M-V/def2-TZVPD" e_homo_ha=-0.1476 fmax_ev_per_a=1.2 e_tot_ev=-19115.8282 total_charge=-1 homo_lumo_gap_ev=7.1 e_above_lowest_kcal_mol=5.6
I 0.867 0.208 -4.066 -0.16 -0.08 -0.02
C -1.294 0.359 -0.292 0.08 -0.10 -0.64
C -0.040 1.058 0.249 0.49 -0.51 -0.54
C 0.007 0.908 1.773 -0.82 0.26 -0.83
O 1.126 1.482 2.392 0.17 0.03 0.46
C 0.818 2.622 3.166 -0.27 -0.17 -0.58
N 1.182 0.449 -0.320 -0.59 -0.54 0.02
H -1.350 0.486 -1.378 0.13 0.22 0.06
H -2.254 0.696 0.109 0.12 -0.05 0.28
H -1.169 -0.725 -0.193 -0.23 0.03 0.40
H -0.027 2.091 -0.110 -0.13 0.18 0.46
H -0.045 -0.172 1.957 0.31 0.00 0.24
H -0.929 1.330 2.167 0.09 0.02 0.17
H 0.449 3.432 2.522 0.12 0.08 0.07
H 1.730 2.936 3.665 -0.02 0.02 0.07
H 0.023 2.404 3.889 0.15 -0.01 0.17
H 1.059 0.363 -1.338 0.20 0.38 0.17
H 1.150 -0.535 -0.032 0.28 0.17 0.07
C -0.380 -3.414 -2.097 -0.35 0.64 -0.06
O 0.544 -3.302 -3.154 -0.23 -0.14 0.04
H -0.765 -4.434 -2.039 0.22 -0.07 0.07
H 0.050 -3.103 -1.134 0.09 -0.27 -0.01
H -1.247 -2.754 -2.249 0.06 -0.11 -0.07
H 0.496 -2.386 -3.486 0.29 0.03 0.00


39
Properties=species:S:1:pos:R:3:forces:R:3 method="wB97M-V/def2-TZVPD" e_homo_ha=-0.3244 fmax_ev_per_a=11.3 e_tot_ev=-34291.2783 total_charge=+1 homo_lumo_gap_ev=1.8 e_above_lowest_kcal_mol=241.2
C 4.289 2.955 0.717 -9.80 -0.70 -2.20
C 2.931 2.918 0.295 8.62 -0.28 2.71
C 1.386 2.746 -0.315 1.82 0.22 -0.42
C 0.275 3.565 0.569 0.58 0.45 0.28
C -0.673 2.626 1.530 -1.39 0.53 -0.06
C -1.712 1.643 0.696 -0.59 -0.68 1.33
O -3.156 1.733 1.096 2.30 -0.97 -0.90
B -3.707 0.471 0.487 1.42 0.51 0.31
O -2.590 -0.479 0.144 1.75 0.83 1.64
C -1.525 0.026 1.072 -0.33 0.59 -1.74
C -0.043 -0.610 0.778 -0.62 0.52 -1.15
C 0.120 -2.199 1.148 1.40 0.70 0.20
C 1.287 -2.789 0.104 0.04 0.16 0.79
C 0.659 -3.379 -1.295 0.32 0.66 1.42
S 0.644 -2.145 -2.720 1.57 5.48 -6.10
O 1.692 -0.989 -2.545 -3.84 -5.16 0.33
O 0.703 -2.813 -4.129 -0.22 1.03 5.91
O -0.902 -1.352 -2.659 2.52 -1.72 0.28
H 5.272 2.869 1.354 -2.55 0.37 -1.72
H 1.434 3.142 -1.440 -0.09 -0.77 2.59
H 1.207 1.592 -0.393 0.25 2.24 0.31
H -0.338 4.234 -0.195 0.97 -1.62 1.78
H 0.874 4.328 1.256 -1.34 -1.69 -1.46
H -1.368 3.339 2.189 1.56 -1.49 -1.50
H -0.076 1.969 2.304 -0.90 1.37 -1.70
H -1.816 1.841 -0.474 1.13 -0.60 2.23
H -4.303 -0.196 1.279 -1.03 -0.22 0.74
H -4.399 0.773 -0.431 -0.60 -0.08 -0.71
H -1.930 -0.200 2.151 1.13 0.70 -1.74
H 0.138 -0.503 -0.397 -0.52 -0.14 2.48
H 0.790 0.088 1.270 -1.79 -1.85 -0.77
H -0.872 -2.823 1.112 1.85 1.32 -0.09
H 0.602 -2.281 2.234 -1.20 0.01 -2.33
H 2.116 -1.958 -0.110 -1.93 -1.86 0.18
H 1.858 -3.665 0.663 -1.03 1.28 -1.15
H 1.347 -4.303 -1.600 -0.36 11.18 -1.48
H -0.431 -3.806 -1.086 1.66 0.81 -0.62
H -0.882 -0.601 -3.324 0.42 -1.01 0.77
Sr 1.097 -5.771 -1.337 -1.18 -10.10 1.58


10
Properties=species:S:1:pos:R:3:forces:R:3 method="wB97M-V/def2-TZVPD" e_homo_ha=-0.3717 fmax_ev_per_a=0.5 e_tot_ev=-7188.2683 homo_lumo_gap_ev=9.9 e_above_lowest_kcal_mol=101.9 smiles="C1=C=NC=NC=1.[H][H]"
C -1.012 -0.214 0.149 0.34 0.24 -0.01
C 0.003 0.558 0.120 0.16 -0.30 -0.03
N 1.247 0.723 0.025 -0.47 -0.04 0.04
C 1.727 -0.562 -0.114 0.05 -0.22 -0.02
N 0.958 -1.633 -0.130 -0.04 0.28 0.02
C -0.376 -1.480 -0.003 0.09 -0.20 -0.02
H 2.803 -0.665 -0.213 -0.17 0.02 0.01
H -0.955 -2.402 -0.024 0.07 0.17 0.01
H -2.163 2.513 0.272 -0.04 0.07 -0.04
H -2.233 3.162 -0.084 0.01 -0.02 0.04


80
Properties=species:S:1:pos:R:3:forces:R:3 method="wB97M-V/def2-TZVPD" e_homo_ha=-0.4279 fmax_ev_per_a=2.9 e_tot_ev=-244643.4832 total_charge=+1 homo_lumo_gap_ev=8.9
C -4.205 -5.143 0.815 0.48 0.65 -1.10
C -3.368 -4.271 -0.151 0.65 -0.17 1.63
O -4.074 -3.098 -0.554 -0.30 -0.82 -0.77
C -3.906 -2.774 -1.911 0.35 0.72 -0.17
C -2.793 -1.678 -2.099 -1.24 -0.20 -0.24
O -1.945 -1.617 -0.951 -0.10 0.56 -0.44
C -1.238 -0.409 -0.885 0.70 -1.32 -0.10
N -1.323 0.099 0.496 -1.08 0.51 1.54
C -2.475 0.135 1.273 -1.60 -0.41 0.11
C -3.895 -0.300 0.967 -0.22 0.27 0.07
C -4.436 -1.374 1.968 0.37 0.60 -0.10
C -2.144 0.630 2.496 0.47 0.06 0.11
Cl -3.154 0.858 3.861 0.58 0.01 -0.38
N -0.782 0.912 2.477 -0.14 -0.11 -0.04
C 0.103 1.432 3.528 0.35 0.68 0.59
C 0.026 2.975 3.736 -0.57 0.04 0.57
C -1.219 3.667 3.145 -0.04 0.45 -0.30
C -1.185 3.818 1.626 0.28 0.37 -0.43
O -0.244 4.246 1.003 -0.50 -0.30 0.52
O -2.351 3.456 1.005 0.82 0.05 0.49
C -2.263 3.488 -0.425 -0.94 -0.70 -0.86
C -3.641 3.020 -0.959 0.64 0.68 0.87
C -0.341 0.581 1.283 1.63 -0.82 -2.23
P 1.427 0.739 0.698 -0.25 2.23 0.97
N 1.956 2.185 1.020 -0.34 -0.75 -0.29
H -4.601 -4.473 1.586 -0.14 -0.43 -0.05
H -4.990 -5.643 0.236 -0.03 0.06 0.49
H -3.519 -5.879 1.254 -0.35 0.09 0.01
H -2.498 -3.928 0.443 -0.07 -0.10 -0.42
H -2.976 -4.877 -0.978 -0.32 0.36 -0.09
H -3.686 -3.635 -2.556 0.01 0.01 0.44
H -4.848 -2.337 -2.279 0.24 -0.15 0.14
H -2.264 -1.880 -3.043 0.23 0.12 0.39
H -3.320 -0.713 -2.203 0.33 -0.12 0.01
H -0.190 -0.680 -1.070 -0.16 0.57 0.05
H -1.574 0.323 -1.631 -0.10 0.04 0.42
H -4.522 0.598 1.103 0.24 -0.20 -0.15
H -4.030 -0.609 -0.071 0.22 -0.07 0.26
H -5.117 -2.055 1.454 0.26 0.04 0.14
H -4.969 -0.855 2.772 0.01 -0.31 -0.20
H -3.593 -1.902 2.436 -0.36 -0.19 -0.27
H -0.131 0.899 4.457 -0.13 0.11 -0.30
H 1.142 1.192 3.269 -0.39 -0.14 -0.08
H -0.028 3.137 4.824 0.02 -0.10 -0.30
H 0.938 3.497 3.420 -0.26 -0.42 -0.36
H -1.219 4.697 3.535 -0.01 -0.27 -0.15
H -2.173 3.229 3.455 0.32 -0.01 -0.03
H -1.508 2.766 -0.774 0.11 0.37 0.33
H -2.000 4.483 -0.800 0.05 -0.23 0.24
H -4.030 2.265 -0.262 0.11 -0.04 -0.47
H -3.516 2.633 -1.975 -0.33 0.13 0.18
H -4.334 3.869 -0.908 0.02 -0.31 -0.36
H 1.505 0.498 -0.693 -0.62 -0.75 0.41
H 2.156 -0.212 1.436 -1.17 -0.57 -0.03
H 2.226 2.607 0.133 -0.05 0.46 0.30
C 2.148 3.757 -3.127 0.13 -0.06 -0.16
Cl 0.624 2.902 -2.829 -0.08 -0.01 0.06
Cl 3.454 3.039 -2.181 -0.20 0.13 -0.16
Cl 2.540 3.742 -4.842 -0.04 0.01 0.08
H 2.026 4.787 -2.813 -0.05 -0.06 0.04
C 5.520 -0.461 0.139 -0.06 -0.63 0.05
Cl 6.110 -0.710 1.775 -0.05 0.07 -0.09
Cl 5.420 -1.995 -0.736 0.00 0.08 0.00
Cl 3.924 0.348 0.172 2.55 -0.02 -0.52
H 6.215 0.183 -0.382 -0.07 0.06 -0.04
C 9.336 -1.895 -0.893 0.19 -0.05 0.00
Cl 9.772 -0.473 0.062 -0.08 -0.17 -0.04
Cl 9.780 -1.668 -2.585 -0.07 0.01 0.03
Cl 10.097 -3.345 -0.237 -0.07 0.03 -0.01
H 8.262 -2.023 -0.839 0.02 -0.01 0.01
C 7.568 3.471 -0.779 0.23 -0.03 -0.12
Cl 6.031 2.640 -0.484 0.20 0.31 0.18
Cl 8.856 2.724 0.162 -0.10 0.21 0.02
Cl 7.957 3.458 -2.497 -0.05 0.02 0.05
H 7.464 4.501 -0.460 -0.06 -0.05 0.01
C -1.542 -6.388 -3.408 -0.08 0.02 0.10
Cl -0.552 -4.928 -3.282 0.00 0.00 -0.02
Cl -1.631 -7.214 -1.853 0.06 -0.05 -0.04
Cl -3.162 -5.991 -3.988 0.03 -0.05 -0.07
H -1.078 -7.054 -4.123 0.00 0.04 0.02


10
Properties=species:S:1:pos:R:3:forces:R:3 method="wB97M-V/def2-TZVPD" e_homo_ha="-0.3464 / -0.2862" fmax_ev_per_a=2.4 e_tot_ev=-82971.3067 homo_lumo_gap_ev="8.7 / 6.1" e_above_lowest_kcal_mol=117.7
C -0.502 1.101 0.628 2.17 0.83 -0.42
C -1.629 0.217 0.926 0.49 -0.52 1.38
N 1.162 -1.514 0.432 0.48 -0.66 -0.80
P 0.304 -2.573 -0.259 -1.23 -0.17 0.65
Br -2.902 -0.412 -0.252 -0.08 0.15 -0.50
H 0.095 1.369 1.543 -0.86 -0.47 -0.51
H 0.289 0.637 -0.020 -0.70 -0.08 0.40
H -0.640 2.058 0.115 -0.86 -0.10 0.07
H -1.504 -0.464 1.779 -0.22 0.43 -0.43
H 0.683 -3.425 -1.402 0.80 0.59 0.15